Entry from the Open Molecules 2025 dataset: a structure of composition C27H45O2PtS2SbTe in a non-equilibrium geometry (ωB97M-V with the def2-TZVPD basis set).

```
! wB97M-V def2-TZVPD RIJCOSX def2/J DEFGRID3
* xyz 4 5
Pt -18.40 7.03 7.72
O -17.92 9.01 8.40
S -16.88 9.12 9.52
C -17.70 8.43 11.02
C -18.88 9.17 11.62
C -20.08 9.15 10.72
C -20.95 7.89 10.65
S -21.11 7.16 8.98
O -19.81 6.23 8.92
C -22.50 6.00 9.25
C -23.74 6.44 8.74
C -24.83 5.76 9.31
C -24.70 4.75 10.22
C -23.43 4.42 10.72
C -22.28 4.98 10.21
C -16.68 10.85 9.89
C -17.72 11.68 9.65
C -17.60 13.12 9.88
C -16.36 13.55 10.32
C -15.32 12.66 10.64
C -15.49 11.31 10.44
H -16.84 8.27 11.71
H -18.07 7.37 10.76
H -18.64 10.17 11.88
H -19.12 8.58 12.49
H -19.68 9.43 9.71
H -20.71 9.95 11.05
H -22.01 8.20 10.95
H -20.56 7.11 11.28
H -23.87 7.31 8.10
H -25.78 6.22 9.05
H -25.51 4.24 10.69
H -23.42 3.62 11.58
H -21.20 4.81 10.53
H -18.68 11.34 9.23
H -18.43 13.81 9.69
H -16.16 14.59 10.53
H -14.29 13.04 10.98
H -14.67 10.64 10.72
C -19.50 6.06 4.62
Te -18.09 7.47 5.26
C -18.92 9.34 4.57
H -19.11 5.15 5.11
H -19.64 5.92 3.55
H -20.52 6.17 5.03
H -18.24 10.16 4.87
H -19.97 9.49 4.97
H -19.04 9.30 3.49
C -13.67 -4.22 12.91
C -12.66 -3.39 13.48
C -11.75 -4.00 14.42
Sb -11.34 5.00 8.31
C -11.64 7.04 7.22
C -12.24 6.73 5.85
C -10.09 7.62 7.16
C -10.28 5.47 10.21
C -10.82 4.29 11.15
C -8.67 5.57 10.18
H -13.55 -4.00 11.77
H -14.67 -3.71 13.05
H -13.67 -5.28 13.10
H -12.61 -2.40 13.16
H -10.66 -3.62 14.04
H -11.85 -5.01 14.55
H -11.78 -3.57 15.44
H -12.31 7.80 7.72
H -11.41 6.16 5.34
H -12.31 7.62 5.25
H -13.09 6.07 5.89
H -9.54 7.28 6.27
H -9.47 7.31 8.00
H -10.06 8.72 7.19
H -10.56 6.49 10.39
H -9.88 3.87 11.52
H -11.58 3.57 10.94
H -11.23 4.80 12.01
H -8.14 4.65 10.06
H -8.38 5.62 11.18
H -8.13 6.49 9.72
*
```

Results
Energy in eV: -71525.089
M in g mol⁻¹: 910.23
Gap between HOMO and LUMO (spin up / spin down) in eV: 6.93 / 5.21

Results of the Löwdin charge analysis, in e, for atoms 1 through 2:
1. Pt 0.776
2. O -0.731